The following is a DFT calculation (ωB97M-V with the def2-TZVPD basis set) of one molecule with the formula C6H8S at a distorted geometry.

## Properties
- orbital gap (eV) = 8.681
- HOMO level (eV) = -7.90

Positions of all 15 atoms, in Å:
C -0.95357 -0.09967 1.80251
C 0.09750 0.25011 0.75867
C 0.23992 -1.02937 -0.04629
C 0.49373 -0.43736 -1.35286
C 1.34862 0.37250 -1.88440
C -0.07551 0.95318 -1.72616
S -0.44206 1.73079 -0.17366
H -0.50192 -1.08180 2.01637
H -1.94383 -0.21814 1.47653
H -0.99712 0.52995 2.72001
H 1.00452 0.65518 1.34680
H -0.66956 -1.59019 -0.11090
H 1.01826 -1.62316 0.41298
H 2.15969 0.56625 -2.63910
H -0.77866 1.02175 -2.60050